1.
Computed, not measured: a molecular structure, C9H33N16O11Pb in a non-equilibrium geometry, with wB97M-V/def2-TZVPD.

```
70
C9H33N16O11Pb, DFT wB97M-V/def2-TZVPD
Pb 9.28 1.97 18.98
O 9.50 -1.03 22.24
C 8.80 -1.04 21.12
O 8.62 0.12 20.56
O 8.57 -2.13 20.56
H 9.51 -0.07 22.20
C 5.76 2.10 19.84
O 6.91 2.33 19.60
N 5.14 1.03 20.32
N 4.93 3.04 19.74
H 5.60 0.13 20.30
H 4.15 1.09 20.52
H 3.94 2.92 19.85
H 5.28 3.90 19.33
C 12.33 3.77 17.89
O 11.30 3.36 18.26
N 12.44 5.04 17.89
N 13.32 3.16 17.40
H 11.70 5.65 18.21
H 13.33 5.30 17.49
H 14.30 3.42 17.34
H 13.09 2.30 16.92
C 7.68 -0.70 16.85
O 7.88 0.33 17.42
N 7.38 -1.88 17.47
N 7.84 -0.84 15.58
H 7.48 -1.90 18.47
H 7.43 -2.73 16.92
H 7.79 -1.73 15.11
H 7.91 0.04 15.10
C 12.63 1.51 21.13
O 11.57 1.78 20.75
N 12.87 1.02 22.23
N 13.73 1.86 20.54
H 13.77 0.91 22.66
H 12.11 1.12 22.88
H 13.67 2.56 19.81
H 14.64 1.72 20.96
C 7.29 4.02 16.75
O 8.32 3.55 17.24
N 7.24 4.45 15.54
N 6.09 3.90 17.18
H 8.07 4.71 15.03
H 6.33 4.56 15.12
H 5.99 3.27 17.96
H 5.34 4.15 16.55
C 11.30 1.50 14.88
O 12.54 1.44 15.15
N 10.36 2.10 15.59
N 10.77 1.09 13.80
H 9.44 2.11 15.18
H 10.65 2.57 16.43
H 11.32 0.96 12.97
H 9.79 1.32 13.70
C 9.41 4.41 21.66
O 9.12 3.82 20.67
N 10.09 3.88 22.65
N 9.32 5.65 21.90
H 10.12 2.88 22.70
H 10.08 4.39 23.53
H 9.66 5.91 22.82
H 8.99 6.33 21.24
C 11.34 -0.95 17.75
O 10.69 -0.01 17.98
N 12.17 -1.19 16.74
N 11.35 -2.02 18.46
H 12.37 -0.41 16.13
H 12.75 -2.00 16.90
H 11.86 -2.73 17.97
H 10.74 -2.21 19.25
```

* lowest unoccupied orbital energy: -1.9760 eV
* charge: +1
* spin multiplicity: 1

=====

2.
Computed, not measured: a molecular structure, C6H12O4 in a non-equilibrium geometry, with wB97M-V/def2-TZVPD.

```
22
C6H12O4, DFT wB97M-V/def2-TZVPD
O 0.14 2.14 0.68
C 1.12 1.19 0.34
C 1.85 0.57 1.56
C 0.85 -0.61 1.50
O -0.31 -0.37 2.27
C 0.58 -0.23 0.03
C -0.81 -0.39 -0.53
C -0.94 -0.07 -1.99
O -1.09 -1.72 -0.92
H -0.39 1.78 1.40
H 1.75 1.65 -0.43
H 2.87 0.26 1.32
H 1.85 1.16 2.49
H 1.24 -1.62 1.70
H -0.08 -0.39 3.21
H 1.30 -0.76 -0.61
H -1.60 0.06 0.08
H -1.08 1.01 -2.14
H -0.10 -0.39 -2.62
O -2.55 -0.67 -2.46
H -2.11 -1.76 -1.48
H -2.48 -0.83 -3.40
```

* lowest unoccupied orbital energy: 0.7286 eV
* spin multiplicity: 1

=====

Energy relative to the best compared isomer or geometry (same formula, charge and spin), respectively: 0.0, 109.3 kcal per mole.
E_tot, respectively: -61479.58825, -14602.47316 eV.
HOMO-LUMO gap, respectively: 8.054, 9.734 eV.